[1]
{"formula": "C5H30NO12", "method": "ωB97M-V/def2-TZVPD", "elements": ["C", "C", "C", "C", "N", "C", "O", "O", "H", "H", "H", "H", "H", "H", "H", "H", "H", "H", "H", "H", "O", "H", "H", "O", "H", "H", "O", "H", "H", "O", "H", "H", "O", "H", "H", "O", "H", "H", "O", "H", "H", "O", "H", "H", "O", "H", "H", "O"], "coordinates": [[-0.507, 3.154, -2.450], [-1.062, 2.692, -1.030], [-0.159, 2.986, 0.130], [-0.382, 4.303, 0.699], [-1.126, 1.230, -1.125], [-1.800, 0.358, -0.234], [-1.809, -0.772, -0.747], [-2.232, 0.593, 0.858], [-0.098, 4.085, -2.371], [-1.150, 2.993, -3.322], [0.541, 2.785, -2.750], [-2.109, 3.117, -0.951], [0.954, 2.814, 0.050], [-0.389, 2.269, 1.135], [-1.548, 4.650, 0.795], [0.291, 5.147, 0.262], [-0.163, 4.230, 1.841], [-1.111, 0.815, -2.089], [-1.750, -2.262, -1.932], [-3.181, -2.525, -1.668], [-2.499, -2.754, -2.311], [-1.169, -2.840, 0.689], [-0.153, -2.031, 0.073], [-0.245, -2.767, 0.683], [0.646, -3.347, -1.330], [-0.560, -3.122, -2.289], [0.301, -3.469, -2.193], [-2.913, -1.678, -0.209], [-4.244, -1.328, 0.330], [-3.776, -2.135, 0.008], [-0.706, -0.541, 4.050], [-1.180, 0.383, 2.991], [-0.425, -0.026, 3.217], [1.523, 1.211, -0.793], [1.367, -0.125, -1.532], [2.140, 0.500, -1.208], [3.685, 1.302, -1.959], [3.077, 2.494, -1.945], [4.021, 2.140, -1.817], [3.667, 0.693, 1.430], [4.188, -0.418, 2.401], [3.802, 0.468, 2.352], [0.911, -1.711, 2.981], [2.144, -2.321, 3.035], [1.512, -1.978, 3.736], [1.594, -2.449, 1.039], [2.717, -2.146, -0.057], [2.520, -2.263, 0.831]], "atomic_forces_ev_per_a": [[1.33, -2.31, 0.63], [0.09, -1.86, -2.45], [-0.01, -2.34, 3.39], [-1.04, 4.19, 3.26], [-0.11, 0.20, -1.19], [1.45, 0.29, -1.82], [0.57, -2.98, -1.31], [-1.02, 2.15, 2.55], [-0.25, 3.57, 0.11], [-0.10, 0.25, 0.50], [-1.47, -1.09, 0.68], [1.22, -0.14, 0.43], [-1.05, 0.14, -0.73], [0.15, 1.20, -3.32], [2.77, -0.81, -0.88], [-1.49, -1.20, 0.67], [0.14, 0.56, -1.90], [-0.18, 0.73, 1.56], [-0.89, 0.51, -0.19], [-0.49, -0.19, -0.01], [0.72, -0.29, -0.44], [-2.29, -0.42, 0.40], [-0.13, 0.63, -0.11], [2.22, 0.09, -0.12], [-0.16, 0.10, 1.30], [-1.33, 0.09, 0.16], [1.94, -0.82, -1.71], [0.09, 0.13, 0.22], [0.23, -1.06, -0.22], [-0.83, 0.92, 0.65], [0.97, 1.10, -1.88], [-4.33, 2.35, -1.93], [3.27, -3.43, 3.60], [1.54, -1.64, -0.77], [2.33, 1.58, 0.80], [-4.50, -0.50, 0.04], [-0.14, -3.72, -0.20], [2.20, 0.43, 0.41], [-1.59, 3.72, -0.30], [0.03, -0.35, -0.19], [-0.36, 0.30, -0.37], [0.29, 0.10, 0.50], [-0.22, 0.44, 1.81], [0.07, 0.18, 1.89], [0.24, -0.63, -3.51], [0.00, -0.08, -0.87], [-0.08, 0.31, -2.45], [0.18, -0.38, 3.27]], "de_lowest_ev": 4.847, "gap_ev": 9.204, "charge": -1}

[2]
{"formula": "C5H30NO12", "method": "ωB97M-V/def2-TZVPD", "elements": ["O", "C", "C", "C", "C", "C", "O", "N", "H", "H", "H", "H", "H", "H", "H", "H", "H", "H", "H", "H", "O", "H", "H", "O", "H", "H", "O", "H", "H", "O", "H", "H", "O", "H", "H", "O", "H", "H", "O", "H", "H", "O", "H", "H", "O", "H", "H", "O"], "coordinates": [[1.623, 2.413, 0.610], [1.054, 1.923, -0.365], [0.114, 0.727, -0.217], [0.583, -0.466, 0.668], [0.164, -1.764, -0.021], [1.186, -2.593, -0.804], [1.144, -2.393, -2.193], [-1.068, 1.523, 0.243], [1.200, 2.287, -1.368], [-0.165, 0.330, -1.249], [0.063, -0.317, 1.649], [1.714, -0.442, 0.834], [-0.773, -1.478, -0.629], [-0.336, -2.538, 0.714], [0.961, -3.672, -0.718], [2.256, -2.379, -0.546], [-0.887, 1.928, 1.179], [-1.977, 1.026, 0.335], [3.287, -0.979, 1.648], [2.842, -2.449, 1.881], [3.207, -1.644, 2.332], [-0.993, -1.539, -3.425], [0.595, -1.623, -2.484], [-0.889, -0.857, -2.748], [2.863, 0.877, -0.977], [3.147, 1.446, 0.412], [3.409, 0.744, -0.212], [-1.712, 2.253, -2.743], [-2.066, 1.039, -3.472], [-2.364, 1.861, -3.154], [-2.415, 0.112, 3.640], [-3.042, 0.053, 2.235], [-2.921, 0.556, 2.977], [0.447, 1.369, -4.134], [-0.123, 0.503, -2.970], [0.304, 1.456, -3.178], [-2.129, -0.612, -1.968], [-3.255, 0.449, -1.790], [-2.996, -0.437, -1.507], [0.089, 0.693, 3.836], [0.865, -0.654, 3.685], [-0.024, -0.330, 3.863], [-1.961, -1.190, 0.792], [-3.254, -1.020, 0.213], [-2.879, -1.267, 1.033], [1.148, 2.495, 2.098], [2.434, 2.105, 2.963], [1.527, 2.471, 3.031]], "atomic_forces_ev_per_a": [[-0.78, 0.43, -1.86], [-0.37, -1.03, 1.28], [-0.86, 0.45, -0.95], [0.68, 0.80, 0.42], [-2.73, -1.60, 1.41], [0.08, 0.25, -1.03], [0.50, 0.20, -1.21], [-0.31, -0.15, 0.93], [0.04, 0.51, -0.60], [0.58, 0.71, 1.73], [0.64, -0.40, -0.75], [-1.82, 0.11, -0.23], [1.80, -0.93, 0.24], [1.19, 1.54, -0.75], [0.29, 0.38, 0.61], [-0.76, -0.22, 0.67], [-0.11, -0.45, -0.69], [1.16, 0.14, -0.50], [0.10, 0.10, -0.43], [0.49, 1.27, 0.49], [-0.43, -1.39, 0.00], [-0.14, 0.29, 0.11], [-0.26, -0.33, 0.74], [0.52, 0.27, -0.93], [-0.17, 0.00, -0.64], [0.23, -0.40, -0.60], [1.22, -0.29, 0.93], [5.57, 2.93, 3.22], [0.90, -1.59, -0.48], [-6.91, -1.25, -2.81], [0.50, -0.76, 0.08], [-0.20, -2.82, -2.84], [-0.24, 3.76, 3.12], [0.01, 0.25, 0.38], [0.53, 1.22, -0.70], [-0.11, -1.67, -0.27], [0.19, -0.23, -0.44], [0.10, -0.03, -0.04], [-1.10, 0.29, 0.64], [-0.07, -2.46, -0.02], [0.11, -0.01, -0.03], [0.12, 2.57, 0.22], [0.71, -0.19, 0.26], [-1.10, 0.46, -2.05], [0.23, -0.60, 1.72], [1.29, -0.26, 1.55], [-1.06, 0.38, -0.24], [-0.24, -0.25, 0.34]], "de_lowest_ev": 4.974, "gap_ev": 9.408, "charge": -1}

[3]
{"formula": "C5H31NO10", "method": "ωB97M-V/def2-TZVPD", "elements": ["C", "O", "C", "C", "C", "C", "N", "H", "H", "H", "H", "H", "H", "H", "H", "H", "H", "H", "H", "H", "H", "H", "O", "H", "H", "O", "H", "H", "O", "H", "H", "O", "H", "H", "O", "H", "H", "O", "H", "H", "O", "H", "H", "O", "H", "H", "O"], "coordinates": [[0.212, -0.718, 1.802], [0.080, -2.077, 1.528], [0.027, 0.126, 0.408], [0.796, 1.493, 0.565], [2.373, 1.249, 0.373], [3.175, 1.377, 1.691], [-1.475, 0.161, 0.017], [-0.095, -0.364, 2.813], [1.389, -0.770, 1.910], [-0.387, -2.209, 0.720], [0.535, -0.519, -0.377], [0.407, 2.138, -0.282], [0.650, 2.157, 1.477], [2.459, 0.268, 0.065], [2.930, 1.924, -0.317], [3.591, 0.313, 1.901], [2.708, 1.948, 2.516], [4.089, 2.051, 1.612], [-1.923, -0.449, 0.611], [-1.934, 1.071, 0.221], [1.865, -2.609, 0.020], [3.132, -3.169, 0.614], [2.637, -3.071, -0.269], [1.947, -2.030, -3.787], [1.252, -2.511, -2.493], [1.107, -2.184, -3.424], [-3.237, 2.511, 2.363], [-2.668, 1.053, 2.411], [-3.283, 1.602, 1.816], [0.653, 2.185, -2.868], [1.655, 1.219, -2.271], [1.184, 1.580, -3.044], [-1.383, -1.475, -1.986], [-2.864, -2.040, -2.195], [-1.957, -2.166, -1.877], [-1.481, 2.923, -3.266], [-1.153, 2.014, -2.032], [-0.890, 2.942, -2.470], [-3.031, -2.223, 0.668], [-4.033, -1.350, 1.104], [-3.661, -2.145, 1.364], [0.043, -4.541, -0.240], [-0.613, -3.753, -1.176], [-0.048, -3.644, -0.391], [-1.150, 3.691, 0.761], [-2.090, 3.742, 1.991], [-1.540, 4.281, 1.424]], "atomic_forces_ev_per_a": [[4.73, 0.53, -1.96], [-0.91, -0.44, 1.53], [-0.95, -0.41, 2.52], [0.22, 0.91, -1.70], [-0.73, 2.86, 1.48], [2.06, -0.42, 0.25], [2.73, 3.00, -1.19], [-0.82, -0.06, -0.99], [-1.77, 1.33, 0.22], [-0.69, -0.59, -0.79], [-0.40, 0.93, 0.89], [0.56, -0.49, 0.67], [-0.24, -1.42, -0.73], [0.44, -2.02, -1.02], [-1.17, -0.40, -0.09], [-0.82, 2.01, 0.59], [-0.48, -1.16, -0.14], [-0.78, -1.01, -0.58], [-1.28, -1.86, 1.52], [0.78, -0.71, -0.10], [-1.24, 0.30, 0.28], [-0.91, 0.12, -2.12], [2.32, -0.44, 1.94], [1.83, 0.32, -0.61], [0.05, 0.40, -1.53], [-1.87, -0.81, 2.32], [-0.71, -3.15, -1.92], [-1.32, 0.83, -1.32], [1.65, 2.13, 3.51], [-7.26, 8.59, 2.97], [-0.60, 0.65, -0.55], [8.59, -9.62, -2.60], [1.58, 3.23, -0.76], [0.91, 0.58, -0.05], [-2.60, -3.94, 0.80], [0.77, 0.25, 0.90], [0.85, 2.92, -1.30], [-2.37, -2.91, 0.65], [1.16, -0.91, -0.90], [-1.83, 2.65, -0.32], [0.66, -1.75, 1.09], [1.06, -2.94, 1.43], [-0.18, 1.09, -0.03], [-1.30, 1.59, -2.10], [-0.28, 0.12, 0.28], [0.20, -0.08, -0.16], [0.36, 0.23, -0.26]], "de_lowest_ev": 5.353, "gap_ev": 9.782, "smiles": "CCC[C@H](N)CO.O.O.O.O.O.O.O.O.O", "charge": 0}

[4]
{"formula": "C5H31NO10S", "method": "ωB97M-V/def2-TZVPD", "elements": ["C", "C", "C", "C", "S", "N", "C", "O", "H", "H", "H", "H", "H", "H", "H", "H", "H", "H", "H", "H", "H", "H", "H", "O", "H", "H", "O", "H", "H", "O", "H", "H", "O", "H", "H", "O", "H", "H", "O", "H", "H", "O", "H", "H", "O", "H", "H", "O"], "coordinates": [[0.653, -1.426, -0.635], [0.363, -0.278, 0.359], [-0.312, -0.772, 1.594], [-1.372, 0.207, 2.078], [-2.353, -0.169, 3.593], [1.693, 0.333, 0.689], [2.173, 1.389, -0.219], [3.032, 0.797, -1.167], [-0.208, -2.041, -0.893], [1.088, -1.122, -1.579], [1.422, -2.070, -0.221], [-0.245, 0.356, -0.297], [0.308, -1.030, 2.477], [-0.931, -1.718, 1.355], [-0.824, 1.167, 2.319], [-2.072, 0.273, 1.232], [-2.355, -1.493, 3.257], [1.933, 0.488, 1.660], [2.898, 1.994, 0.372], [1.323, 1.901, -0.697], [3.177, -0.148, -1.079], [3.020, -1.454, 1.173], [4.368, -2.226, 0.922], [3.686, -2.032, 1.566], [1.811, -0.554, 4.731], [2.474, -1.257, 3.460], [1.966, -1.382, 4.267], [1.208, -3.137, 2.980], [-0.037, -3.958, 3.223], [0.807, -3.987, 2.752], [-1.472, 2.594, -0.819], [-0.594, 3.363, -1.816], [-0.667, 3.162, -0.876], [-2.677, -0.601, -2.397], [-3.570, -1.308, -1.256], [-2.884, -0.670, -1.451], [0.280, 0.835, -4.335], [-0.013, 2.084, -5.154], [-0.419, 1.262, -4.847], [3.130, 1.253, -4.357], [2.828, 1.181, -2.952], [2.340, 1.137, -3.806], [-3.553, 2.298, -0.964], [-2.821, 1.008, -1.284], [-2.911, 1.947, -1.599], [-3.296, 1.480, -3.438], [-2.374, 0.585, -4.389], [-3.182, 0.603, -3.855]], "atomic_forces_ev_per_a": [[0.42, -0.67, 0.26], [1.91, -0.77, -1.34], [-2.41, -1.99, 1.37], [0.38, 1.50, -0.01], [0.79, -1.04, -0.90], [-0.57, 0.61, -0.82], [0.69, -1.48, 2.11], [0.73, 0.30, -1.92], [-0.22, 0.13, 0.24], [-0.08, 0.69, -0.24], [-0.04, -0.45, 0.34], [-0.15, 0.76, 0.93], [0.23, 0.07, -0.87], [1.25, 1.09, 0.22], [-1.03, -0.63, -0.55], [0.14, 0.70, 0.41], [-0.29, 0.47, 0.48], [-0.65, 0.20, -0.14], [-1.18, 0.40, -0.27], [0.59, 0.09, 0.14], [-0.47, 0.03, 0.56], [0.18, 0.13, -0.51], [-0.06, 0.11, -0.19], [-0.28, -0.02, 0.69], [0.22, 0.06, -0.37], [0.38, 0.37, 0.20], [-0.38, -0.52, 0.11], [0.07, -0.23, 0.08], [0.20, -0.10, -0.09], [-0.28, 0.26, 0.09], [0.64, 0.64, -0.45], [-0.11, -0.05, 0.09], [0.00, -0.28, 0.33], [-0.79, -0.11, -0.21], [-0.10, -0.12, -0.46], [0.85, -0.02, 0.86], [0.21, 0.14, -0.05], [-0.12, -0.30, 0.11], [-0.06, 0.11, -0.04], [-0.60, -0.08, -0.65], [-1.08, -0.24, 0.35], [1.46, 0.26, 0.23], [0.04, 0.19, -0.31], [-0.28, 0.27, -0.60], [-0.47, -0.17, 1.26], [0.54, -0.62, -0.28], [-0.06, 0.68, 0.06], [-0.18, -0.37, -0.25]], "de_lowest_ev": 1.923, "gap_ev": 9.546, "smiles": "C[C@@H](CCS)NCO.O.O.O.O.O.O.O.O.O", "charge": 0}

[5]
{"formula": "C5H31NO9", "method": "ωB97M-V/def2-TZVPD", "elements": ["C", "C", "C", "C", "C", "N", "H", "H", "H", "H", "H", "H", "H", "H", "H", "H", "H", "H", "H", "H", "H", "O", "H", "H", "O", "H", "H", "O", "H", "H", "O", "H", "H", "O", "H", "H", "O", "H", "H", "O", "H", "H", "O", "H", "H", "O"], "coordinates": [[-0.573, -1.031, -1.352], [-1.917, -0.360, -1.737], [-2.702, -1.259, -2.690], [-1.620, 0.991, -2.413], [-2.805, 1.955, -2.403], [-0.329, -0.845, 0.134], [-0.778, -2.108, -1.399], [0.293, -0.601, -1.850], [-2.485, -0.153, -0.831], [-2.633, -0.833, -3.694], [-2.431, -2.314, -2.795], [-3.770, -1.334, -2.476], [-1.202, 0.802, -3.393], [-0.815, 1.514, -1.900], [-2.715, 2.785, -3.136], [-3.742, 1.481, -2.676], [-3.026, 2.590, -1.549], [-0.314, 0.174, 0.264], [0.677, -0.906, 0.301], [-3.182, 1.160, 0.100], [-2.095, 1.455, 1.225], [-2.986, 1.623, 0.912], [2.554, 0.642, 0.740], [1.462, 1.712, 0.666], [2.238, 1.369, 0.179], [1.864, 1.483, -1.642], [1.095, 1.960, -2.835], [1.990, 1.697, -2.589], [-1.136, 0.077, 2.658], [0.074, 0.269, 3.690], [-0.336, 0.567, 2.876], [3.189, -0.572, 2.900], [4.097, -1.004, 1.564], [3.435, -0.410, 1.990], [-0.290, 2.645, 2.117], [-0.087, 3.423, 0.861], [-0.054, 2.513, 1.189], [-1.261, -2.542, 1.752], [-2.340, -3.496, 2.260], [-1.388, -3.428, 2.123], [1.403, -1.543, 1.937], [0.675, -2.777, 1.416], [1.105, -2.420, 2.197], [4.124, -0.413, -0.265], [4.106, -1.826, -0.750], [4.584, -1.254, -0.137]], "atomic_forces_ev_per_a": [[-1.05, -0.35, 2.30], [1.18, 0.01, -0.54], [-0.99, -0.08, -0.74], [-0.24, 0.68, 1.10], [-0.57, 1.21, -1.60], [0.38, 1.40, -0.48], [0.90, 0.19, -0.74], [-0.13, -0.53, -0.80], [0.09, -0.46, 0.09], [-0.06, -0.15, -0.11], [0.59, 0.24, 0.40], [-0.04, 0.40, 0.17], [-0.29, -0.01, -0.51], [0.24, -0.12, 0.44], [0.31, -0.70, -0.16], [-0.19, -0.33, -0.04], [0.47, -0.69, 0.88], [-0.78, 0.01, 0.17], [-0.02, -0.80, -0.29], [0.42, -0.16, -0.05], [0.22, -0.14, -0.60], [-0.71, 0.56, 0.81], [0.15, 0.22, 0.21], [0.25, 0.08, -0.13], [-0.37, -0.30, 0.11], [0.63, 0.08, -0.07], [0.17, 0.05, -0.36], [-0.67, -0.13, 0.34], [0.25, -0.47, 0.51], [-0.51, -0.47, 0.06], [0.26, 0.68, -0.27], [0.56, -0.54, 0.08], [-0.61, -0.04, 0.87], [-0.21, 0.52, -0.56], [0.15, -0.62, 0.12], [0.05, -0.19, -0.39], [-0.28, 1.03, 0.05], [0.03, 0.01, 0.02], [0.08, -0.10, -0.07], [-0.44, 0.11, -0.07], [0.13, -0.09, 0.04], [-0.05, -0.13, 0.07], [0.44, 0.10, 0.22], [0.31, 0.18, -0.12], [0.21, -0.24, 0.11], [-0.26, 0.09, -0.47]], "de_lowest_ev": 2.038, "gap_ev": 10.338, "smiles": "CC[C@@H](C)CN.O.O.O.O.O.O.O.O.O", "charge": 0}

Question: Which value of charge does entry 1 give?
Answer: -1